69
Properties=species:S:1:pos:R:3:lowdin_charge:R:1 method="wB97M-V/def2-TZVPD" homo_energy_ev="-13.68 / -13.68" gap_ev="6.1 / 3.8" multiplicity=1 total_charge=+2
C -3.49 -2.31 -3.08 -0.07
C -2.25 -2.15 -2.35 -0.43
H -3.45 -3.29 -3.64 0.13
H -3.63 -1.44 -3.79 0.09
H -4.36 -2.28 -2.36 0.09
O -1.17 -2.58 -2.06 0.07
I -1.88 2.63 0.66 0.31
La -1.87 -0.03 -0.92 0.93
P -3.35 -1.22 1.02 0.68
C -1.98 -1.76 2.10 -0.22
C -4.30 0.08 1.84 -0.26
H -5.00 -0.51 2.45 0.07
H -4.72 -2.96 1.48 0.08
H -4.81 0.69 1.07 0.03
H -5.13 -2.23 -0.20 0.06
H -1.34 -0.91 2.40 0.02
H -3.62 0.73 2.42 0.03
C -4.36 -2.63 0.49 -0.21
H -2.52 -2.18 2.96 0.08
H -3.70 -3.35 -0.03 0.07
H -1.33 -2.49 1.58 0.07
P -1.19 1.26 -3.21 0.67
C 0.62 1.22 -2.99 -0.23
C -1.68 0.45 -4.75 -0.21
H -2.84 2.94 -2.76 0.03
H -1.64 3.33 -4.09 0.07
H -1.20 3.50 -2.29 0.03
C -1.78 2.96 -3.06 -0.25
H -2.79 0.46 -4.77 0.06
H -1.17 1.12 -5.46 0.08
H 0.98 1.82 -3.85 0.08
H 1.00 0.18 -2.98 0.07
H -1.29 -0.60 -4.73 0.07
H 0.90 1.70 -2.03 0.02
Cl -4.53 0.64 -1.90 -0.16
C 4.99 -2.60 0.15 -0.06
C 3.80 -3.10 -0.38 -0.07
C 2.62 -2.35 -0.32 -0.12
C 2.68 -1.07 0.28 -0.45
C 3.86 -0.59 0.85 -0.12
C 5.02 -1.35 0.77 -0.05
As 1.05 -0.02 0.51 1.23
C 1.03 -0.22 2.47 -0.40
C 0.28 0.70 3.22 -0.17
C 0.29 0.61 4.61 -0.06
C 1.00 -0.41 5.24 -0.06
C 1.67 -1.37 4.48 -0.05
C 1.65 -1.31 3.09 -0.10
C 1.94 1.72 0.19 -0.43
C 1.50 2.84 0.88 -0.20
C 2.10 4.08 0.67 -0.06
C 3.15 4.20 -0.24 -0.05
C 3.57 3.08 -0.97 -0.06
C 2.96 1.84 -0.77 -0.15
H 5.91 -3.19 0.10 0.12
H 3.78 -4.09 -0.85 0.11
H 1.67 -2.72 -0.74 0.09
H 3.86 0.39 1.36 0.12
H 5.95 -0.94 1.19 0.12
H -0.31 1.47 2.70 0.00
H -0.26 1.36 5.18 0.12
H 1.02 -0.46 6.34 0.12
H 2.23 -2.18 4.97 0.12
H 2.17 -2.07 2.49 0.11
H 0.66 2.76 1.58 -0.02
H 1.74 4.94 1.23 0.12
H 3.64 5.17 -0.39 0.12
H 4.40 3.16 -1.68 0.12
H 3.29 0.97 -1.35 0.11